1.
A molecular structure, C46H47N8O3SSm. Source: OMol25; level of theory: the ωB97M-V functional and the def2-TZVPD basis.

Cartesian coordinates (Å):
Sm (0.7300, 0.6219, -0.5196)
C (2.1662, -0.8466, -3.1791)
O (0.9534, -0.2225, -2.7320)
C (-0.2502, -0.5030, -3.3924)
C (-0.3364, -0.9209, -4.7102)
C (-1.5702, -1.1735, -5.2918)
C (-2.7334, -1.0201, -4.5553)
C (-2.6687, -0.5484, -3.2593)
C (-1.4377, -0.2516, -2.6611)
N (-1.3310, 0.3113, -1.3732)
N (-2.4649, 0.7090, -0.8702)
C (-2.6106, 1.2357, 0.3420)
C (-1.5776, 1.4347, 1.3440)
O (-0.3222, 1.2648, 1.1229)
C (-1.9779, 1.8489, 2.6482)
C (-3.2596, 2.1857, 2.9418)
C (-4.2755, 2.1425, 1.9505)
C (-5.5756, 2.5954, 2.2260)
C (-6.5533, 2.5343, 1.2643)
C (-6.2665, 1.9823, 0.0155)
C (-4.9973, 1.5395, -0.2806)
C (-3.9699, 1.6345, 0.6656)
H (2.0998, -1.2367, -4.1931)
H (2.4209, -1.6733, -2.5049)
H (2.9522, -0.0861, -3.1539)
H (0.5491, -1.0456, -5.3117)
H (-1.6143, -1.4989, -6.3177)
H (-3.6920, -1.2426, -4.9968)
H (-3.5630, -0.3999, -2.6729)
H (-1.1909, 1.8997, 3.3873)
H (-3.5256, 2.5105, 3.9378)
H (-5.7830, 3.0020, 3.2038)
H (-7.5430, 2.9048, 1.4727)
H (-7.0455, 1.9055, -0.7248)
H (-4.7784, 1.1159, -1.2478)
C (6.2209, -10.4288, 6.2198)
O (6.8257, -9.1992, 5.8774)
C (6.1396, -8.2751, 5.2019)
C (4.8155, -8.3831, 4.7639)
C (4.2317, -7.3415, 4.0797)
C (4.9384, -6.1636, 3.8089)
C (6.2684, -6.0634, 4.2456)
C (6.8515, -7.0976, 4.9251)
C (4.2907, -5.1018, 3.1000)
N (3.0513, -5.1395, 2.6380)
C (2.8414, -3.9544, 2.0378)
C (3.9875, -3.1460, 2.1296)
N (4.8932, -3.8994, 2.8102)
C (4.0423, -1.8468, 1.5909)
C (5.1612, -1.0015, 1.6935)
C (5.1117, 0.2519, 1.1396)
C (3.9454, 0.6513, 0.4788)
N (2.8677, -0.1168, 0.3610)
C (2.8842, -1.3601, 0.9119)
C (1.6976, -2.1864, 0.8119)
N (0.6048, -1.6931, 0.1700)
C (-0.4922, -2.4398, 0.1188)
C (-0.5933, -3.7197, 0.6675)
C (0.5052, -4.2504, 1.3004)
C (1.6739, -3.4836, 1.3855)
H (6.9883, -10.9816, 6.7590)
H (5.9285, -10.9886, 5.3266)
H (5.3556, -10.2768, 6.8715)
H (4.2420, -9.2748, 4.9558)
H (3.2111, -7.4149, 3.7395)
H (6.8562, -5.1784, 4.0548)
H (7.8700, -7.0425, 5.2690)
H (5.8317, -3.6400, 3.0646)
H (6.0450, -1.3405, 2.2106)
H (5.9504, 0.9251, 1.2087)
H (3.8956, 1.6385, 0.0214)
H (-1.3504, -2.0075, -0.3906)
H (-1.5200, -4.2654, 0.5869)
H (0.5046, -5.2340, 1.7420)
C (-1.5702, 5.7706, -6.0656)
C (-1.1352, 4.9248, -4.8743)
C (-2.1707, 3.8448, -4.5635)
C (-1.7475, 2.8845, -3.4494)
N (-1.7278, 3.5240, -2.1496)
C (-0.6904, 3.6329, -1.3348)
S (0.8728, 3.0385, -1.7560)
N (-0.8028, 4.2865, -0.1772)
C (-2.0147, 4.8877, 0.3543)
C (-2.3944, 6.2148, -0.3132)
C (-3.7461, 6.7349, 0.1845)
C (-4.9300, 5.8420, -0.1762)
H (-0.8312, 6.5354, -6.2833)
H (-2.5178, 6.2642, -5.8656)
H (-1.6865, 5.1515, -6.9516)
H (-0.9863, 5.5655, -4.0023)
H (-0.1773, 4.4513, -5.0968)
H (-2.3329, 3.2493, -5.4638)
H (-3.1250, 4.3095, -4.3019)
H (-0.7455, 2.4928, -3.6456)
H (-2.4570, 2.0517, -3.4091)
H (-2.6048, 3.9480, -1.8677)
H (0.0593, 4.4204, 0.3355)
H (-1.8479, 5.0588, 1.4170)
H (-2.8274, 4.1611, 0.2647)
H (-2.4322, 6.0979, -1.3982)
H (-1.6269, 6.9579, -0.0878)
H (-3.9047, 7.7187, -0.2585)
H (-3.7097, 6.8615, 1.2674)
H (-4.9703, 5.6578, -1.2481)
H (-5.8553, 6.3341, 0.1104)
H (-4.8941, 4.8871, 0.3446)

Results
- Expectation value of S²: 8.76
- Net charge: +2
- 2S+1: 6
- LUMO energy (alpha / beta): -0.22619 / -0.22596 hartree
- HOMO level (alpha / beta): -11.52 / -11.52 eV

***

2.
A molecular structure, C46H48AsN3OSr. Source: OMol25; level of theory: the ωB97M-V functional and the def2-TZVPD basis.

Cartesian coordinates (Å):
Sr (-0.3017, 0.5458, -0.2123)
N (-4.8525, -0.1777, 0.0079)
N (-0.7816, 4.1736, -0.2620)
C (2.1319, 0.0860, -2.2878)
C (0.8769, 0.0865, -2.9579)
C (0.1569, -1.0701, -2.5459)
C (-1.1619, -1.5180, -3.0323)
H (-1.3748, -1.1454, -4.0407)
H (-1.9904, -1.1467, -2.3828)
H (-1.2444, -2.6090, -3.0124)
C (0.9534, -1.7523, -1.5834)
C (0.6022, -3.0489, -0.9692)
H (0.5797, -3.8721, -1.7053)
H (-0.3970, -3.0005, -0.5123)
H (1.3024, -3.3279, -0.1736)
C (2.1603, -1.0249, -1.4086)
C (3.2833, -1.4406, -0.5362)
H (2.9111, -1.8438, 0.4167)
H (3.9457, -0.5960, -0.3071)
H (3.8948, -2.2275, -1.0082)
C (0.4290, 1.0458, -3.9950)
H (0.5663, 0.6474, -5.0173)
H (0.9887, 1.9914, -3.9354)
H (-0.6425, 1.2832, -3.8836)
C (3.2693, 0.9894, -2.5872)
H (3.9112, 1.1284, -1.7067)
H (2.9160, 1.9799, -2.9020)
H (3.9046, 0.5983, -3.4024)
C (-5.0883, -0.4153, 1.2940)
H (-5.8762, -1.1616, 1.5028)
C (-4.4511, 0.2860, 2.3618)
H (-4.8171, 0.1541, 3.3922)
C (-3.4585, 1.2092, 2.0311)
H (-3.0216, 1.8938, 2.7768)
C (-3.0057, 1.3222, 0.7188)
H (-2.2697, 2.0506, 0.3597)
C (-3.6771, 0.5640, -0.3254)
C (-3.2337, -0.0102, -1.4950)
H (-3.0739, 0.5499, -2.4837)
C (0.5426, 4.1849, -0.2087)
C (-1.1895, 4.9121, -1.4138)
H (-2.1736, 4.8182, -1.9066)
C (-0.0614, 5.4183, -1.9590)
H (0.0748, 6.2082, -2.6741)
N (1.0403, 4.7342, -1.3763)
C (2.3576, 4.6101, -1.8183)
C (2.7343, 4.9599, -3.1340)
C (4.1097, 5.0333, -3.3940)
H (4.4512, 5.3505, -4.3724)
C (5.0501, 4.6726, -2.4340)
C (6.5044, 4.8718, -2.6880)
H (7.1136, 4.1392, -2.1508)
H (6.8246, 5.8672, -2.3574)
H (6.7251, 4.7980, -3.7545)
C (4.6311, 4.1401, -1.2218)
H (5.3366, 3.7597, -0.4966)
C (3.2741, 4.0640, -0.8978)
C (2.7832, 3.3406, 0.2924)
H (1.6318, 3.6797, 0.5516)
H (3.5018, 3.4613, 1.1187)
H (2.7325, 2.2533, 0.0816)
C (1.7493, 5.0748, -4.2505)
H (1.0466, 5.9002, -4.1224)
H (1.1778, 4.1422, -4.3685)
H (2.2802, 5.2651, -5.1876)
O (-0.8443, -1.0131, 1.3176)
As (-1.5244, -2.2259, 2.3414)
C (-0.3318, -3.7541, 2.2047)
C (-0.8365, -5.0106, 1.8473)
C (0.0419, -6.0879, 1.6833)
C (1.4081, -5.9214, 1.9273)
C (1.8975, -4.6822, 2.3536)
C (1.0273, -3.5942, 2.5025)
C (-1.4140, -1.6138, 4.1930)
C (-2.4204, -1.9072, 5.1260)
C (-2.2484, -1.5759, 6.4751)
C (-1.0681, -0.9579, 6.9018)
C (-0.0590, -0.6756, 5.9741)
C (-0.2339, -0.9897, 4.6175)
C (-3.1883, -2.8918, 1.5572)
C (-3.2654, -3.1386, 0.1829)
C (-4.4392, -3.6671, -0.3684)
C (-5.5407, -3.9490, 0.4433)
C (-5.4514, -3.7395, 1.8237)
C (-4.2627, -3.2583, 2.3824)
H (-1.9079, -5.1467, 1.6940)
H (-0.3497, -7.0565, 1.3670)
H (2.0923, -6.7608, 1.7913)
H (2.9588, -4.5529, 2.5755)
H (1.4031, -2.6298, 2.8500)
H (-3.3383, -2.3959, 4.8130)
H (-3.0372, -1.8072, 7.1941)
H (-0.9402, -0.6985, 7.9545)
H (0.8717, -0.2105, 6.3029)
H (0.5507, -0.7560, 3.8957)
H (-2.4170, -2.9126, -0.4652)
H (-4.4866, -3.8506, -1.4434)
H (-6.4671, -4.3265, 0.0056)
H (-6.3076, -3.9465, 2.4707)
H (-4.1845, -3.1516, 3.4608)

Results
- Net charge: -2
- ΔE to the lowest compared entry with this formula, charge and spin: 58.5 kcal/mol
- LUMO energy (alpha / beta): 0.15626 / 0.15626 hartree
- HOMO level (alpha / beta): -1.29 / 0.92 eV

***

3.
A molecular structure, C46H48BMnNO4Si. Source: OMol25; level of theory: the ωB97M-V functional and the def2-TZVPD basis.

Cartesian coordinates (Å):
Mn (0.9033, 0.2951, -0.0990)
O (2.3776, 0.5973, 1.1709)
C (2.4307, 0.1855, 2.4771)
C (1.0093, -0.2271, 2.9799)
C (0.5216, -1.4753, 2.3080)
C (0.4433, -2.6819, 2.9982)
C (0.0463, -3.8174, 2.3225)
C (-0.2757, -3.7292, 0.9812)
C (-0.1848, -2.4984, 0.3397)
C (-0.5266, -2.3468, -1.1131)
C (0.6914, -2.0139, -2.0389)
O (1.2240, -0.7988, -1.7054)
C (0.1208, -1.9265, -3.4722)
C (0.3173, -2.8739, -4.4690)
C (-0.2389, -2.7036, -5.7361)
C (-1.0017, -1.5836, -6.0199)
C (-1.1988, -0.6258, -5.0288)
C (-0.6399, -0.7948, -3.7735)
C (1.7501, -3.1199, -1.9251)
C (3.0900, -2.7522, -1.8700)
C (4.0880, -3.7127, -1.7610)
C (3.7627, -5.0621, -1.6963)
C (2.4279, -5.4411, -1.7445)
C (1.4352, -4.4754, -1.8591)
N (0.2101, -1.4076, 1.0091)
C (2.9896, 1.3426, 3.3172)
C (2.2481, 2.0705, 4.2371)
C (2.8045, 3.1622, 4.9027)
C (4.1129, 3.5383, 4.6531)
C (4.8636, 2.8184, 3.7267)
C (4.3047, 1.7369, 3.0692)
C (3.3199, -1.0593, 2.6425)
C (3.7400, -1.4950, 3.8975)
C (4.4331, -2.6893, 4.0422)
C (4.7147, -3.4696, 2.9261)
C (4.3074, -3.0371, 1.6708)
C (3.6203, -1.8358, 1.5303)
H (0.3299, 0.5980, 2.7514)
H (1.0114, -0.4007, 4.0584)
H (0.7225, -2.7104, 4.0428)
H (-0.0035, -4.7707, 2.8353)
H (-0.5884, -4.5977, 0.4175)
H (-1.2172, -1.5073, -1.2286)
H (-1.0450, -3.2469, -1.4491)
H (0.9212, -3.7501, -4.2716)
H (-0.0638, -3.4499, -6.5023)
H (-1.4313, -1.4484, -7.0053)
H (-1.7807, 0.2640, -5.2391)
H (-0.7680, -0.0322, -3.0142)
H (3.3228, -1.6951, -1.8982)
H (5.1259, -3.4031, -1.7175)
H (4.5401, -5.8107, -1.6017)
H (2.1574, -6.4890, -1.6891)
H (0.3994, -4.7931, -1.9057)
H (1.2178, 1.8076, 4.4388)
H (2.2047, 3.7206, 5.6114)
H (4.5454, 4.3886, 5.1663)
H (5.8857, 3.1087, 3.5139)
H (4.8813, 1.1864, 2.3349)
H (3.5253, -0.8883, 4.7719)
H (4.7562, -3.0107, 5.0257)
H (5.2512, -4.4045, 3.0359)
H (4.5126, -3.6371, 0.7918)
H (3.2983, -1.4901, 0.5552)
C (-7.3741, 1.3976, -1.2172)
C (-6.8161, 2.6952, -0.6174)
C (-6.6983, 3.7488, -1.7269)
C (-7.8148, 3.2077, 0.4193)
C (-5.4352, 2.4270, -0.0139)
C (-5.1522, 2.6424, 1.3317)
C (-3.8849, 2.3943, 1.8798)
C (-2.9144, 1.9245, 1.0343)
O (-1.6152, 1.5965, 1.3009)
B (-1.0322, 1.1605, 0.0735)
O (-2.0515, 1.2462, -0.9234)
C (-3.1795, 1.7084, -0.3076)
C (-4.4143, 1.9468, -0.8540)
H (-8.3581, 1.5765, -1.6601)
H (-7.4765, 0.6295, -0.4476)
H (-6.7215, 1.0022, -1.9968)
H (-7.6809, 3.9528, -2.1618)
H (-6.0374, 3.4151, -2.5283)
H (-6.2951, 4.6830, -1.3303)
H (-8.7785, 3.3831, -0.0649)
H (-7.4887, 4.1498, 0.8648)
H (-7.9705, 2.4852, 1.2233)
H (-5.9241, 3.0129, 1.9914)
H (-3.6815, 2.5665, 2.9286)
H (-4.5790, 1.7633, -1.9087)
C (2.9921, 2.2393, -1.8010)
Si (1.2279, 2.4059, -1.1798)
C (0.2116, 2.8761, -2.6928)
C (1.2226, 3.9097, -0.0534)
H (3.3055, 3.1852, -2.2592)
H (3.0652, 1.4418, -2.5448)
H (3.6725, 2.0030, -0.9786)
H (0.5410, 3.8591, -3.0495)
H (-0.8583, 2.9224, -2.4787)
H (0.3587, 2.1506, -3.4991)
H (1.5547, 4.7899, -0.6166)
H (1.8994, 3.7532, 0.7917)
H (0.2282, 4.1171, 0.3547)

Results
- Expectation value of S²: 6.18
- Net charge: -1
- 2S+1: 5
- ΔE to the lowest compared entry with this formula, charge and spin: 2.6 kcal/mol
- LUMO energy (alpha / beta): 0.08719 / 0.08720 hartree
- HOMO level (alpha / beta): -4.18 / -4.03 eV

***

4.
A molecular structure, C46H48CoN6O2S3. Source: OMol25; level of theory: the ωB97M-V functional and the def2-TZVPD basis.

Cartesian coordinates (Å):
Co (0.0427, -0.1829, 0.0720)
C (4.3095, 1.9181, -5.3212)
C (3.8341, 0.5594, -4.7868)
C (4.7459, -0.5455, -5.3503)
C (2.4132, 0.3123, -5.2873)
C (3.9205, 0.5455, -3.2602)
C (5.1950, 0.7000, -2.6689)
C (5.3911, 0.5624, -1.3203)
C (4.2757, 0.3044, -0.5259)
S (4.2448, 0.0044, 1.1739)
C (2.5490, -0.1105, 1.1013)
N (2.0170, 0.0404, -0.0784)
C (3.0007, 0.2356, -1.0616)
C (2.8268, 0.3380, -2.4457)
C (1.6680, -0.1769, 2.2579)
C (2.1115, -0.1813, 3.5764)
C (1.2066, 0.0313, 4.6002)
C (-0.1239, 0.2891, 4.2947)
C (-0.5650, 0.2722, 2.9757)
C (0.3235, -0.0151, 1.9532)
H (4.2071, 1.9473, -6.4084)
H (5.3574, 2.1042, -5.0815)
H (3.7183, 2.7360, -4.9022)
H (4.5887, -0.6455, -6.4268)
H (4.5423, -1.5095, -4.8799)
H (5.8004, -0.3170, -5.1884)
H (2.4209, 0.2449, -6.3762)
H (1.7461, 1.1341, -5.0151)
H (1.9906, -0.6197, -4.8984)
H (6.0554, 0.8888, -3.2976)
H (6.3838, 0.6047, -0.8900)
H (1.8386, 0.1875, -2.8642)
H (3.1642, -0.3183, 3.7959)
H (1.5400, 0.0328, 5.6297)
H (-0.8274, 0.5072, 5.0893)
H (-1.6068, 0.4733, 2.7856)
C (-2.2013, -2.2931, 2.3753)
C (-3.2406, -1.9287, 1.3509)
C (-4.4045, -2.6898, 1.2999)
C (-5.3715, -2.4858, 0.3307)
C (-5.1608, -1.5343, -0.6514)
C (-4.0212, -0.7432, -0.6410)
C (-3.7986, 0.2140, -1.7945)
C (-3.0962, -0.9138, 0.4000)
N (-1.9651, 0.0117, 0.3699)
C (-2.2924, 1.2242, 0.6053)
C (-3.5962, 1.7157, 1.1487)
C (-1.2343, 2.2481, 0.3162)
C (-1.5785, 3.7011, 0.3440)
N (-0.1056, 1.7759, -0.0107)
C (0.9824, 2.6616, -0.3823)
C (1.8159, 3.2829, 0.5482)
C (1.5666, 3.2686, 2.0343)
C (2.8904, 4.0073, 0.0389)
C (3.0891, 4.1562, -1.3258)
C (2.1801, 3.6152, -2.2169)
C (1.1150, 2.8567, -1.7561)
C (0.0595, 2.3227, -2.6951)
H (-2.3989, -3.2970, 2.7466)
H (-2.2077, -1.6183, 3.2286)
H (-1.1976, -2.2860, 1.9522)
H (-4.5328, -3.4798, 2.0305)
H (-6.2715, -3.0873, 0.3241)
H (-5.8799, -1.4093, -1.4524)
H (-4.2197, -0.2110, -2.7034)
H (-2.7429, 0.4066, -1.9826)
H (-4.2962, 1.1744, -1.6360)
H (-4.2096, 0.9043, 1.5240)
H (-4.1632, 2.2547, 0.3870)
H (-3.3956, 2.4251, 1.9548)
H (-2.4453, 3.8918, -0.2933)
H (-0.7410, 4.3028, 0.0031)
H (-1.8491, 4.0105, 1.3561)
H (1.3816, 2.2741, 2.4227)
H (0.6994, 3.8876, 2.2866)
H (2.4226, 3.6853, 2.5619)
H (3.5699, 4.4818, 0.7369)
H (3.9408, 4.7155, -1.6908)
H (2.2956, 3.7724, -3.2820)
H (0.3741, 2.4153, -3.7308)
H (-0.8718, 2.8881, -2.5861)
H (-0.1768, 1.2720, -2.5051)
N (2.7997, -5.9118, -6.2783)
C (2.9858, -5.3887, -5.0200)
C (3.0919, -6.2305, -3.9094)
C (3.2607, -5.7060, -2.6420)
C (3.3365, -4.3310, -2.4678)
C (3.2158, -3.4799, -3.5639)
C (3.0423, -4.0007, -4.8283)
S (3.5309, -3.6587, -0.8604)
O (4.7694, -2.9328, -0.8113)
O (3.3235, -4.7300, 0.0831)
N (2.3594, -2.5349, -0.7646)
C (1.1183, -2.8908, -0.6679)
S (0.5794, -4.5728, -0.5731)
C (-1.0566, -4.0726, -0.7982)
C (-1.1497, -2.7516, -0.8314)
N (0.0366, -2.0053, -0.6824)
H (2.8956, -6.8978, -6.4293)
H (2.8583, -5.3176, -7.0828)
H (3.0368, -7.3043, -4.0491)
H (3.3361, -6.3545, -1.7794)
H (3.2571, -2.4069, -3.4045)
H (2.9492, -3.3412, -5.6850)
H (-1.8671, -4.7758, -0.9151)
H (-2.0670, -2.2451, -1.0302)

Results
- Net charge: +1
- ΔE to the lowest compared entry with this formula, charge and spin: 0.0 kcal/mol
- LUMO energy: -0.15191 hartree
- HOMO level: -9.68 eV